No. 1
Density functional theory data (the ωB97M-V functional and the def2-TZVPD basis) for 6 unconnected molecules or ions with the total composition C44H92N4O8S2.

Output
HOMO energy (eV): -8.13
Energy above the lowest of the compared OMol25 structures with the same formula, charge and spin (kcal/mol): 119.8
SMILES: CC1(C)CCCC(C)(C)N1O.CC1(C)CCCC(C)(C)N1O.CC1(C)CCCC(C)(C)N1O.CC1(C)CCCC(C)(C)N1O.O=S1(=O)CCCC1.O=S1(=O)CCCC1
LUMO (eV): 0.3

Geometry as ORCA input:
```
! wB97M-V def2-TZVPD RIJCOSX def2/J DEFGRID3
* xyz 0 1
C 6.8476 -7.8084 -0.5224
C 7.7366 -6.5528 -1.0665
C 7.2200 -5.1401 -0.4350
C 9.1479 -6.6481 -0.5738
C 10.1874 -7.5477 -1.0456
C 10.2279 -7.3287 -2.5977
C 8.7616 -7.4168 -3.2714
C 8.9893 -6.9849 -4.6555
C 8.2189 -8.8582 -3.3269
N 7.7712 -6.5246 -2.5598
O 6.5022 -6.3708 -3.1305
H 5.7797 -7.5906 -0.5097
H 7.1544 -8.7701 -0.9337
H 6.8799 -7.8410 0.5666
H 7.2789 -5.2490 0.6479
H 7.8829 -4.3257 -0.7273
H 6.1847 -4.9109 -0.6875
H 9.6795 -5.6993 -0.6472
H 9.1274 -6.9697 0.4675
H 11.2122 -7.3856 -0.7115
H 9.9378 -8.5840 -0.8179
H 10.9399 -7.9819 -3.1021
H 10.5274 -6.2951 -2.7712
H 8.0558 -6.8953 -5.2110
H 9.8117 -7.4515 -5.1979
H 9.3154 -5.9549 -4.5115
H 7.1395 -8.8280 -3.4754
H 8.6255 -9.5000 -2.5454
H 8.5597 -9.3343 -4.2463
H 6.4600 -5.4125 -3.0922
C -9.9514 -4.1408 4.5628
C -9.4889 -2.7012 4.8980
C -10.0067 -2.4690 6.3431
C -7.9652 -2.5791 4.8041
C -7.3920 -1.0902 4.7146
C -8.1964 -0.2519 3.8490
C -9.6709 -0.2527 3.8926
C -10.1696 0.7228 5.0610
C -10.0846 0.3078 2.6560
N -9.9909 -1.6677 3.9204
O -11.3854 -1.8221 3.8009
H -9.4627 -4.4022 3.6242
H -9.6024 -4.9328 5.2253
H -11.0397 -4.1600 4.5051
H -9.9708 -3.4024 6.9049
H -9.4972 -1.7467 6.9808
H -11.0393 -2.1363 6.4484
H -7.5167 -3.0194 5.6946
H -7.4962 -3.1232 3.9842
H -7.3084 -0.7249 5.7381
H -6.3549 -1.2405 4.4147
H -7.8514 -0.4018 2.8259
H -7.9252 0.7625 4.1414
H -10.0153 1.8017 5.0418
H -9.6897 0.3689 5.9734
H -11.2508 0.7274 5.1990
H -9.7332 -0.2742 1.8041
H -9.5641 1.2376 2.4266
H -11.1673 0.4336 2.6464
H -11.7280 -1.4747 4.6277
C 3.5872 11.4504 -3.3989
C 4.3704 10.1911 -2.8902
C 5.3647 10.7757 -1.7963
C 3.3105 9.3121 -2.0841
C 3.8141 8.0131 -1.6186
C 4.5054 7.2796 -2.8432
C 5.6089 8.0688 -3.6562
C 6.9313 8.0821 -2.9522
C 5.5141 7.3934 -5.1011
N 5.1159 9.3880 -3.9748
O 5.9124 10.1382 -4.9073
H 3.3237 12.2476 -2.7038
H 4.1983 11.9928 -4.1203
H 2.7030 11.3200 -4.0228
H 5.2645 10.4838 -0.7509
H 6.3592 10.5424 -2.1764
H 5.4117 11.8616 -1.8773
H 2.8329 9.8561 -1.2693
H 2.4036 9.1087 -2.6536
H 4.4101 7.8350 -0.7235
H 2.9540 7.4503 -1.2557
H 3.7072 7.0913 -3.5612
H 4.9176 6.3200 -2.5310
H 7.3829 7.1024 -3.1083
H 6.7960 8.2058 -1.8777
H 7.6710 8.7721 -3.3582
H 6.3788 7.6685 -5.7049
H 4.5985 7.7018 -5.6058
H 5.6971 6.3213 -5.1733
H 6.7846 10.1264 -4.5064
C -1.1269 -5.6613 -3.0677
C -2.1337 -4.9637 -2.1395
C -2.3844 -3.4479 -2.3931
C -3.4475 -5.6556 -2.3468
C -4.4414 -5.5408 -1.2203
C -3.8504 -5.9822 0.0628
C -2.5278 -5.3205 0.3789
C -2.6270 -3.8763 0.8638
C -1.8879 -6.0532 1.6513
N -1.6796 -5.5186 -0.7930
O -0.4677 -4.8494 -0.5526
H -0.1056 -5.3173 -2.9041
H -1.2184 -6.7455 -3.0020
H -1.3314 -5.6499 -4.1383
H -3.1858 -2.9585 -1.8396
H -1.5736 -2.7765 -2.1104
H -2.5820 -3.3813 -3.4630
H -4.1001 -5.4507 -3.1955
H -3.2189 -6.7094 -2.5060
H -4.9372 -4.5714 -1.2703
H -5.1681 -6.3234 -1.4383
H -3.5339 -7.0223 0.1415
H -4.5285 -5.7718 0.8899
H -3.1806 -3.7744 1.7971
H -3.0967 -3.3609 0.0260
H -1.6171 -3.5229 1.0721
H -0.9723 -5.6913 2.1190
H -1.5901 -7.0887 1.4865
H -2.4912 -6.1260 2.5562
H -0.0492 -4.7929 -1.4147
O -0.7353 0.9140 3.0368
S 0.2474 1.3979 2.0704
O 0.8891 2.6970 2.3151
C 1.6538 0.1165 1.8018
C 1.8781 0.0279 0.2654
C 1.0403 1.1967 -0.4092
C -0.2653 1.3575 0.3672
H 1.0962 -0.7383 2.1847
H 2.3923 0.5999 2.4413
H 2.8635 0.4036 -0.0102
H 1.9400 -0.9250 -0.2602
H 0.8464 1.0559 -1.4725
H 1.5665 2.1449 -0.2991
H -0.8242 0.4274 0.2645
H -0.9066 2.1367 -0.0448
O -3.2361 6.8748 -0.0742
S -3.7660 6.8462 1.3134
O -4.4266 5.7024 1.8890
C -2.6304 7.4992 2.5550
C -3.3598 8.8336 3.0929
C -4.0311 9.4477 1.8709
C -4.9461 8.2546 1.3753
H -1.6819 7.7357 2.0728
H -2.4498 6.7778 3.3519
H -4.0282 8.8286 3.9539
H -2.5200 9.4701 3.3716
H -3.3384 9.8109 1.1118
H -4.6009 10.3455 2.1106
H -5.5058 8.2567 0.4400
H -5.5830 8.1200 2.2496
*
```

No. 2
Density functional theory data (the ωB97M-V functional and the def2-TZVPD basis) for 10 unconnected molecules or ions with the total composition C44H94Cl2N9O15P3.

Output
HOMO energy (alpha / beta) (eV): 0.19 / -6.41
<S²>: 0.75
LUMO (alpha / beta) (eV): 1.7 / 1.7

Geometry as ORCA input:
```
! wB97M-V def2-TZVPD RIJCOSX def2/J DEFGRID3
* xyz -1 2
Cl -2.6920 0.0387 -0.5374
C -0.9537 0.4473 -0.7076
C -0.1983 -0.6794 -1.3864
Cl 0.1148 -2.1652 -0.5034
H -0.5996 0.7456 0.2792
H -0.8637 1.3866 -1.2532
H 0.8365 -0.3679 -1.5290
H -0.6154 -0.9306 -2.3616
O 2.0439 3.1017 4.5331
P 3.2145 3.3356 3.6372
N 3.9465 4.8542 3.8027
C 3.7275 5.7844 4.9269
C 4.9005 5.4287 2.8048
N 2.8712 3.2283 1.9604
C 1.8707 4.1931 1.5151
C 2.7758 1.9179 1.2749
N 4.5454 2.2535 3.9729
C 4.8229 1.8965 5.3932
C 5.6889 2.0246 3.0960
H 4.6973 5.9973 5.3767
H 3.1601 5.4387 5.7910
H 3.3300 6.7274 4.5515
H 5.6867 6.0521 3.2305
H 4.3907 5.8659 1.9463
H 5.3289 4.5496 2.3233
H 1.8387 4.2184 0.4259
H 0.8389 4.1427 1.8629
H 2.2473 5.1904 1.7425
H 1.7215 1.7704 1.0408
H 3.4277 1.8977 0.4015
H 3.0499 1.0903 1.9291
H 5.4641 2.6912 5.7745
H 3.9643 1.9089 6.0647
H 5.4064 0.9831 5.5083
H 5.8313 0.9615 2.9022
H 6.6531 2.3788 3.4606
H 5.5627 2.4385 2.0955
O -2.1385 -1.7176 5.8665
P -1.5014 -0.9309 4.7927
N -2.0093 0.6697 4.7136
C -1.6592 1.6612 3.6153
C -2.5063 1.3439 5.9197
N -1.9076 -1.5668 3.2389
C -3.3363 -1.5777 2.8449
C -1.3263 -2.8421 2.7182
N 0.2363 -0.8277 4.7185
C 0.9956 -0.2217 3.5636
C 1.0463 -0.7597 5.9333
H -0.7345 2.1845 3.8584
H -2.4269 2.4350 3.6132
H -1.6197 1.1900 2.6331
H -2.2918 2.4116 5.8747
H -2.0121 1.0022 6.8292
H -3.5290 1.0603 6.1685
H -4.0021 -2.1227 3.5140
H -3.6911 -0.5477 2.8110
H -3.3957 -1.9225 1.8126
H -0.2567 -2.6480 2.6386
H -1.5119 -3.6733 3.3984
H -1.7142 -3.1118 1.7359
H 1.1479 0.8397 3.7593
H 1.8975 -0.8323 3.5227
H 0.5179 -0.4769 2.6177
H 1.9850 -1.2866 5.7621
H 0.5238 -1.2861 6.7321
H 1.2399 0.2928 6.1403
O -1.0060 -8.2191 -1.7125
P -0.1088 -7.1106 -1.3470
N 1.1761 -7.5868 -0.2021
C 1.8833 -6.6147 0.6416
C 1.6592 -8.9787 -0.2094
N -0.9039 -5.7343 -0.7503
C -1.6989 -5.0132 -1.7217
C -1.6272 -5.8424 0.5126
N 0.9259 -6.5327 -2.5966
C 1.7587 -7.4469 -3.3900
C 1.4946 -5.1876 -2.5249
H 1.4624 -5.6101 0.5995
H 2.9532 -6.7643 0.4968
H 1.7406 -6.9676 1.6629
H 1.2926 -9.5170 -1.0835
H 1.4885 -9.5600 0.6967
H 2.7481 -8.9765 -0.2573
H -2.3442 -5.6959 -2.2746
H -2.1990 -4.1106 -1.3707
H -1.0563 -4.5414 -2.4650
H -2.2104 -4.9720 0.8132
H -2.2464 -6.7380 0.5635
H -0.9091 -5.9756 1.3217
H 2.7682 -7.4514 -2.9789
H 1.2299 -8.3986 -3.3382
H 1.6931 -7.0641 -4.4085
H 0.7929 -4.3862 -2.2934
H 1.9914 -4.9033 -3.4525
H 2.2360 -5.1723 -1.7261
O 0.1897 1.4289 -3.7619
C 0.8729 2.4133 -3.7532
O 0.4880 3.4849 -4.4455
C 1.4566 4.5335 -4.2887
C 2.7108 3.8718 -3.8074
C 2.1993 2.5878 -3.1066
H 1.0940 5.2435 -3.5453
H 1.6828 4.9882 -5.2531
H 3.2930 4.5412 -3.1742
H 3.3534 3.7748 -4.6825
H 2.0611 2.8121 -2.0489
H 2.9250 1.7770 -3.1690
O -1.8538 2.0975 -7.5920
C -2.1870 1.1832 -6.8525
O -3.4628 1.1840 -6.4150
C -3.5877 0.0267 -5.5340
C -2.1664 -0.3308 -5.0710
C -1.2867 0.1205 -6.2280
H -3.9793 -0.8344 -6.0755
H -4.1890 0.2665 -4.6571
H -2.1266 -1.3704 -4.7460
H -2.0081 0.2085 -4.1371
H -1.1448 -0.6718 -6.9630
H -0.2928 0.4856 -5.9693
O 3.4800 -0.0947 -1.3705
C 3.7597 -1.1688 -0.8895
O 4.2942 -2.2081 -1.6627
C 4.5682 -3.3550 -0.9109
C 4.1451 -3.0038 0.5194
C 3.8081 -1.5635 0.5638
H 5.5611 -3.8028 -0.9514
H 3.8542 -4.1619 -1.0756
H 4.8754 -3.1635 1.3127
H 3.3504 -3.6966 0.7963
H 4.5597 -1.0328 1.1484
H 2.8566 -1.5206 1.0939
O -1.4057 3.5498 0.1150
C -1.6253 4.7729 0.1368
O -0.5845 5.6582 0.4717
C -1.0130 6.9894 0.6532
C -2.5731 6.8600 0.6811
C -2.8688 5.5423 -0.0924
H -0.5321 7.5190 -0.1692
H -0.8699 7.3089 1.6855
H -2.9920 7.8055 0.3366
H -2.9206 6.7469 1.7080
H -2.9485 5.6232 -1.1765
H -3.6712 4.9042 0.2782
O -6.3919 -1.9109 -3.9550
C -5.8707 -2.0517 -2.8730
O -6.4770 -1.7496 -1.7270
C -5.6920 -2.1832 -0.6500
C -4.6259 -3.0503 -1.3134
C -4.5307 -2.5666 -2.6738
H -6.1867 -2.7906 0.1079
H -5.3547 -1.3215 -0.0738
H -4.7544 -4.1139 -1.1125
H -3.7651 -2.7897 -0.6976
H -4.0956 -3.2286 -3.4225
H -3.7969 -1.7668 -2.5736
O -5.5374 2.8375 -1.5446
C -4.8145 3.3258 -2.4190
O -5.1578 4.4176 -3.1019
C -4.2467 4.8070 -4.0896
C -3.0675 3.8428 -3.8870
C -3.5349 2.7753 -2.9144
H -4.0187 5.8728 -4.1015
H -4.7130 4.6452 -5.0614
H -2.2245 4.3725 -3.4432
H -2.7116 3.4118 -4.8228
H -2.8161 2.6031 -2.1134
H -3.8057 1.8185 -3.3609
*
```